[1]
{
  "formula": "C6H24O6",
  "method": "ωB97M-V/def2-TZVPD",
  "gap_ev": 10.42,
  "energy_ev": -18892.42090,
  "total_charge": 0,
  "species": ["C", "O", "H", "H", "H", "H", "C", "O", "H", "H", "H", "H", "C", "O", "H", "H", "H", "H", "C", "O", "H", "H", "H", "H", "C", "O", "H", "H", "H", "H", "C", "O", "H", "H", "H", "H"],
  "coordinates": [[-0.228, 4.206, 0.226], [-0.750, 5.476, -0.071], [-0.388, 3.964, 1.277], [-0.762, 3.532, -0.444], [0.850, 4.160, 0.072], [-1.272, 5.736, 0.691], [2.124, -2.992, -0.238], [1.883, -1.866, 0.551], [2.880, -2.821, -1.005], [2.407, -3.922, 0.256], [1.109, -3.040, -0.631], [1.464, -2.130, 1.373], [-2.694, -2.228, 1.919], [-2.556, -2.688, 3.251], [-3.559, -1.567, 1.970], [-1.830, -1.622, 1.646], [-2.960, -3.011, 1.209], [-3.342, -3.171, 3.517], [-0.471, 0.798, -0.266], [-0.337, -0.537, -0.614], [-1.157, 1.449, -0.808], [-0.828, 0.866, 0.762], [0.468, 1.349, -0.297], [0.565, -0.821, -0.446], [-3.577, 0.208, -1.973], [-3.088, -0.833, -1.094], [-2.973, 1.106, -2.105], [-3.804, -0.196, -2.960], [-4.364, 0.547, -1.300], [-2.135, -0.808, -1.206], [5.249, 0.287, -0.583], [3.885, -0.150, -0.857], [5.173, 1.331, -0.279], [5.833, -0.284, 0.138], [5.753, 0.259, -1.548], [3.431, -0.586, -0.132]],
  "atomic_forces_ev_per_a": [[-0.2, -0.3, 0.0], [0.0, 0.9, 0.3], [-0.2, -0.3, 0.0], [0.4, -0.5, 0.3], [0.0, 0.1, -0.3], [0.0, 0.3, -0.2], [-1.4, -0.8, -1.1], [1.5, 1.6, 1.6], [-0.2, 0.5, 0.1], [-0.1, 0.2, 0.5], [0.3, -1.5, -1.2], [0.0, 0.0, 0.1], [-1.4, 0.7, 0.5], [0.9, -0.6, 0.5], [0.0, 0.4, -0.7], [0.0, -0.4, -0.1], [0.5, -0.1, -0.1], [0.0, 0.0, -0.2], [0.4, 1.5, 1.5], [-0.6, -0.4, -1.1], [-0.3, -0.9, -0.8], [-0.1, 0.1, 0.3], [0.3, -0.2, -0.1], [0.3, -0.1, 0.2], [-0.5, -0.4, 1.6], [0.8, 0.7, -1.0], [0.8, -0.3, 0.1], [-0.6, 0.1, 0.2], [-1.0, 0.3, -1.2], [0.5, -0.6, 0.3], [-1.3, 0.3, -0.6], [0.9, -0.1, -0.3], [0.3, 0.0, 0.2], [-0.4, -0.2, 0.1], [0.1, -0.1, 0.1], [0.3, 0.0, 0.5]],
  "mulliken_charge": [-0.44, -0.52, 0.29, 0.11, 0.23, 0.31, -0.53, -0.55, 0.23, 0.30, 0.25, 0.27, -0.29, -0.54, 0.27, 0.00, 0.25, 0.30, -0.39, -0.52, -0.09, 0.33, 0.42, 0.29, -0.62, -0.43, 0.23, 0.25, 0.24, 0.35, -0.54, -0.47, 0.25, 0.26, 0.22, 0.29]
}

[2]
{
  "formula": "C6H20ClI2OP2Ru",
  "method": "ωB97M-V/def2-TZVPD",
  "gap_ev": [5.46, 5.67],
  "energy_ev": -58445.76803,
  "s2": 6.049,
  "multiplicity": 5,
  "total_charge": 3,
  "species": ["I", "I", "Ru", "P", "C", "C", "H", "H", "H", "H", "H", "H", "C", "H", "H", "H", "P", "C", "C", "H", "H", "H", "C", "H", "H", "H", "H", "H", "H", "Cl", "O", "H", "H"],
  "coordinates": [[2.315, 1.454, 0.749], [-1.304, 1.355, -2.148], [0.134, 0.467, -0.262], [0.981, -0.999, -1.727], [2.148, -0.043, -2.746], [1.904, -2.184, -0.738], [1.518, -3.187, -0.939], [0.498, -2.725, -3.355], [1.794, -1.954, 0.335], [-0.924, -2.376, -2.335], [2.810, 0.560, -2.108], [2.956, -2.126, -1.027], [-0.091, -1.923, -2.888], [2.760, -0.739, -3.328], [-0.497, -1.235, -3.644], [1.587, 0.627, -3.413], [-1.403, 1.358, 1.102], [-1.122, 3.140, 1.197], [-3.192, 1.068, 0.917], [0.027, -0.110, 2.493], [-1.681, 0.024, 3.077], [-0.533, 1.398, 3.320], [-0.838, 0.589, 2.646], [-3.381, 0.006, 0.727], [-3.730, 1.356, 1.830], [-1.717, 3.575, 2.004], [-1.429, 3.591, 0.248], [-3.561, 1.650, 0.064], [-0.069, 3.369, 1.379], [-1.143, -1.492, 0.280], [1.453, -1.428, 2.481], [2.250, -0.899, 2.679], [1.476, -2.163, 3.129]],
  "atomic_forces_ev_per_a": [[0.4, 0.5, -0.1], [0.5, 0.0, 0.7], [-1.6, -1.7, 0.4], [1.4, -2.5, -3.1], [-0.2, 0.4, 0.2], [0.1, 0.2, 0.6], [-0.1, 0.1, 0.1], [0.0, 0.3, 0.1], [0.2, -0.4, -0.3], [0.2, 0.1, -0.2], [-0.1, -0.2, -0.3], [0.0, 0.0, 0.0], [-0.3, 0.4, 0.5], [0.0, -0.1, 0.0], [0.2, -0.3, 0.1], [0.3, -0.2, 0.1], [-2.9, 1.8, 2.4], [0.0, 0.0, -0.3], [0.3, -0.2, -0.5], [-0.7, 0.3, 0.4], [0.2, 0.0, -0.3], [0.0, -0.1, -0.1], [0.7, -0.2, -0.2], [0.0, 0.2, 0.1], [0.3, 0.1, -0.1], [-0.1, -0.1, 0.1], [0.0, 0.1, 0.1], [-0.1, 0.0, 0.2], [-0.1, 0.0, 0.0], [1.0, 1.3, -0.7], [0.7, 0.0, 0.3], [-0.4, -0.6, 0.2], [0.0, 0.4, -0.4]],
  "mulliken_charge": [0.29, 0.33, 0.00, 0.74, -1.06, -0.85, 0.40, 0.45, 0.27, 0.40, 0.35, 0.45, -1.08, 0.43, 0.42, 0.36, 0.72, -1.06, -1.04, 0.16, 0.38, 0.45, -0.65, 0.39, 0.45, 0.44, 0.37, 0.42, 0.31, -0.19, -0.65, 0.31, 0.30]
}

[3]
{
  "formula": "C5H10S2",
  "method": "ωB97M-V/def2-TZVPD",
  "gap_ev": [5.50, 6.45],
  "energy_ev": -27012.23834,
  "s2": 2.006,
  "multiplicity": 3,
  "total_charge": 0,
  "species": ["C", "C", "C", "C", "C", "S", "S", "H", "H", "H", "H", "H", "H", "H", "H", "H", "H"],
  "coordinates": [[-1.145, -1.348, 1.023], [-0.296, -0.682, -0.056], [-1.758, -0.956, -1.347], [1.465, 0.903, 0.674], [0.066, 0.768, 0.075], [-2.590, -1.834, 0.014], [-1.292, -1.926, -2.764], [-0.676, -2.219, 1.477], [-1.466, -0.659, 1.803], [0.513, -1.297, -0.437], [-2.203, -0.010, -1.621], [1.507, 0.424, 1.649], [1.738, 1.948, 0.787], [2.189, 0.423, 0.020], [0.054, 1.244, -0.910], [-0.669, 1.280, 0.698], [-0.726, -0.905, -3.409]],
  "atomic_forces_ev_per_a": [[2.3, 1.4, -0.2], [2.8, -0.2, 5.1], [-4.4, -2.6, -2.5], [-0.1, 0.0, -0.1], [-0.4, -0.4, -0.3], [-0.3, 0.4, -2.7], [-0.3, 0.5, 1.3], [-0.1, -0.1, -0.2], [0.1, 0.1, -0.1], [-0.3, -0.1, -0.3], [0.3, 0.4, 0.1], [0.1, 0.0, 0.1], [0.1, 0.2, 0.0], [0.1, 0.0, 0.0], [0.0, 0.2, -0.1], [-0.1, 0.1, 0.0], [0.1, 0.2, -0.3]],
  "mulliken_charge": [-0.69, -0.36, -0.55, -1.25, -0.32, -0.17, -0.10, 0.33, 0.33, 0.48, 0.48, 0.33, 0.37, 0.34, 0.29, 0.35, 0.14]
}

[4]
{
  "formula": "C2H7OS2",
  "method": "ωB97M-V/def2-TZVPD",
  "gap_ev": 5.85,
  "energy_ev": -25905.14632,
  "total_charge": -1,
  "species": ["C", "O", "H", "H", "H", "C", "S", "S", "H", "H", "H", "H"],
  "coordinates": [[-1.256, 0.208, -2.253], [-1.905, -0.511, -2.960], [-1.751, 0.991, -1.651], [2.559, 6.470, 4.154], [-0.155, 0.212, -2.205], [1.728, 0.994, 0.672], [0.245, 0.169, 1.410], [-0.190, -1.343, 0.092], [2.160, 0.260, -0.006], [2.369, 1.228, 1.526], [1.472, 1.908, 0.135], [3.287, 6.666, 4.141]],
  "atomic_forces_ev_per_a": [[0.3, 0.5, 0.5], [-0.3, -0.5, -0.7], [0.1, -0.1, 0.3], [0.4, 0.1, 0.0], [-0.1, -0.1, -0.2], [-0.6, -0.3, 0.5], [0.3, 0.4, -0.1], [-0.1, 0.0, -0.1], [0.2, 0.1, 0.1], [0.3, 0.0, -0.3], [0.0, 0.0, 0.0], [-0.4, -0.1, 0.0]],
  "mulliken_charge": [-0.04, -0.49, 0.21, 0.00, 0.20, -0.78, -0.18, -0.65, 0.23, 0.28, 0.21, 0.00]
}

[5]
{
  "formula": "C2H6BrClP",
  "method": "ωB97M-V/def2-TZVPD",
  "gap_ev": 8.63,
  "energy_ev": -94017.00245,
  "total_charge": 1,
  "species": ["C", "C", "P", "Cl", "Br", "H", "H", "H", "H", "H", "H"],
  "coordinates": [[-1.251, -0.960, 0.782], [1.226, 0.801, -1.223], [0.047, -1.371, -0.364], [-0.508, -2.707, -1.696], [1.563, -2.419, 0.911], [-0.767, -0.288, 1.489], [-1.618, -1.719, 1.354], [-2.086, -0.468, 0.304], [1.676, 0.918, -0.212], [0.293, 1.263, -1.364], [1.765, 0.298, -1.962]],
  "atomic_forces_ev_per_a": [[0.7, 2.1, -1.0], [-1.1, -2.7, 3.7], [2.3, 1.1, 0.3], [-0.2, 0.0, -0.2], [-0.8, 0.6, -0.7], [0.0, 0.4, 0.0], [-0.8, -2.6, 1.3], [-0.1, 0.3, -0.3], [-0.1, 0.2, -1.1], [-0.8, 0.9, -0.7], [0.8, -0.3, -1.3]],
  "mulliken_charge": [-0.88, -0.71, 0.51, -0.10, -0.05, 0.34, 0.41, 0.36, 0.34, 0.39, 0.38]
}

[6]
{
  "formula": "CH3NO2S",
  "method": "ωB97M-V/def2-TZVPD",
  "gap_ev": 10.57,
  "energy_ev": -17503.32815,
  "total_charge": 0,
  "species": ["C", "N", "O", "O", "S", "H", "H", "H"],
  "coordinates": [[0.649, 1.856, 0.841], [0.703, 2.394, -0.161], [-1.173, -2.974, 0.322], [0.062, -0.922, 0.761], [-1.092, -1.528, 0.098], [0.245, -0.295, -1.533], [0.630, 1.160, 1.733], [-0.024, 0.309, -2.060]],
  "atomic_forces_ev_per_a": [[0.1, -2.0, 2.2], [0.0, 0.7, -0.7], [-0.4, 2.2, -0.7], [-1.6, -0.4, -0.8], [1.8, -2.2, 1.9], [-0.7, 2.2, -2.1], [0.0, 1.5, -1.6], [0.9, -2.0, 1.7]],
  "mulliken_charge": [0.15, -0.37, -0.39, -0.37, 0.72, -0.22, 0.24, 0.24]
}

[7]
{
  "formula": "C20H65BF4N5O10",
  "method": "ωB97M-V/def2-TZVPD",
  "gap_ev": 9.04,
  "energy_ev": -61271.15038,
  "total_charge": -1,
  "species": ["B", "F", "F", "F", "F", "C", "C", "C", "O", "C", "N", "H", "H", "H", "H", "H", "H", "H", "H", "H", "H", "H", "C", "C", "C", "O", "C", "N", "H", "H", "H", "H", "H", "H", "H", "H", "H", "H", "H", "C", "C", "C", "O", "C", "N", "H", "H", "H", "H", "H", "H", "H", "H", "H", "H", "H", "C", "C", "C", "O", "C", "N", "H", "H", "H", "H", "H", "H", "H", "H", "H", "H", "H", "C", "C", "C", "O", "C", "N", "H", "H", "H", "H", "H", "H", "H", "H", "H", "H", "H", "O", "H", "H", "O", "H", "H", "O", "H", "H", "O", "H", "H", "O", "H", "H"],
  "coordinates": [[0.251, 1.812, -0.366], [0.433, 0.586, 0.286], [-0.575, 1.741, -1.487], [-0.364, 2.683, 0.463], [1.473, 2.280, -0.782], [4.265, 1.881, -2.401], [3.456, 1.043, -3.374], [3.027, -0.282, -2.767], [4.066, -1.188, -2.574], [4.727, -1.733, -3.725], [2.212, 1.802, -3.622], [5.254, 1.464, -2.209], [3.735, 2.164, -1.492], [4.607, 2.868, -2.716], [3.997, 0.830, -4.296], [2.352, -0.724, -3.500], [2.496, -0.112, -1.831], [4.831, -2.818, -3.749], [5.722, -1.293, -3.661], [4.325, -1.483, -4.707], [1.658, 1.761, -2.778], [2.422, 2.783, -3.734], [0.914, 1.944, 4.583], [0.987, 3.276, 3.822], [2.295, 3.364, 2.923], [2.222, 4.546, 2.179], [3.025, 5.566, 2.692], [-0.242, 3.362, 3.078], [1.809, 1.698, 5.153], [0.833, 1.147, 3.843], [-0.001, 1.718, 5.131], [1.060, 4.117, 4.511], [2.197, 2.688, 2.073], [3.216, 3.089, 3.436], [2.760, 5.916, 3.690], [2.709, 6.380, 2.041], [4.105, 5.467, 2.578], [-0.208, 4.314, 2.744], [-0.132, 2.777, 2.262], [-3.527, 0.462, -2.875], [-3.511, -0.199, -1.516], [-4.403, -1.431, -1.437], [-4.331, -1.862, -0.112], [-5.328, -2.880, 0.051], [-2.088, -0.519, -1.174], [-3.679, -0.128, -3.778], [-2.538, 0.887, -3.043], [-4.195, 1.324, -2.852], [-3.755, 0.584, -0.798], [-4.202, -2.220, -2.161], [-5.426, -1.141, -1.678], [-6.312, -2.411, 0.073], [-5.082, -3.412, 0.970], [-5.309, -3.639, -0.731], [-2.084, -1.010, -0.292], [-1.627, 0.369, -1.038], [1.509, -4.311, -1.503], [0.433, -3.425, -0.779], [-0.209, -4.225, 0.406], [-1.096, -5.285, -0.051], [-2.220, -4.957, -0.823], [1.182, -2.259, -0.301], [0.979, -5.219, -1.793], [2.465, -4.530, -1.026], [1.850, -3.978, -2.483], [-0.348, -3.032, -1.430], [-0.821, -3.591, 1.047], [0.571, -4.620, 1.057], [-2.882, -5.810, -0.976], [-2.100, -4.376, -1.737], [-2.795, -4.255, -0.220], [1.539, -1.856, -1.157], [0.714, -1.490, 0.157], [-2.280, 0.128, 2.548], [-2.698, -0.937, 3.514], [-2.223, -2.265, 2.931], [-3.101, -3.264, 3.481], [-2.634, -4.569, 3.142], [-1.928, -0.685, 4.706], [-2.261, 1.166, 2.880], [-3.027, 0.279, 1.769], [-1.299, -0.124, 2.143], [-3.778, -1.006, 3.639], [-1.160, -2.493, 3.007], [-2.329, -2.297, 1.847], [-1.555, -4.720, 3.112], [-3.180, -4.889, 2.255], [-3.011, -5.165, 3.974], [-2.079, -1.523, 5.249], [-0.951, -0.781, 4.465], [-0.046, 0.730, -4.787], [-0.499, 1.499, -4.442], [0.867, 0.852, -4.527], [2.730, 0.046, 1.560], [2.950, -0.279, 0.687], [1.777, 0.138, 1.548], [0.894, 4.980, -0.849], [0.779, 4.646, -1.739], [0.918, 4.196, -0.300], [-1.361, 3.552, -3.215], [-2.137, 3.931, -2.802], [-1.004, 2.958, -2.554], [3.816, 4.405, -0.259], [3.063, 4.580, 0.305], [3.453, 3.922, -1.001]],
  "atomic_forces_ev_per_a": [[0.1, -0.5, 0.1], [-0.4, -0.4, -0.2], [-0.1, -0.6, -0.9], [-0.6, 1.1, 1.1], [1.2, 0.2, -0.2], [1.6, 0.3, 0.2], [-0.5, 1.5, 1.2], [-0.2, -0.1, -1.4], [0.6, -1.2, 0.2], [0.5, 1.0, 0.3], [0.2, -0.6, -0.7], [-0.1, -0.6, 0.7], [0.0, -1.0, 0.2], [-0.4, 0.2, -1.1], [0.0, 0.3, -0.2], [-0.6, 0.0, 0.0], [0.2, -0.1, 0.1], [-0.3, -0.1, 0.7], [0.3, -0.2, -0.4], [-0.5, 0.4, 0.1], [-0.1, 0.0, 0.2], [0.1, 0.1, -0.2], [0.5, -0.6, -0.5], [1.2, -1.3, 0.8], [-2.5, -1.7, -0.7], [1.2, 0.7, 0.8], [-0.8, 2.0, -1.0], [0.4, 1.0, 0.2], [0.0, 0.1, 0.3], [0.4, -0.1, -0.5], [0.0, 0.9, 0.4], [-0.2, 0.1, 0.2], [0.0, -1.1, 0.5], [0.2, 0.7, 0.1], [0.0, -0.5, 0.4], [0.5, 0.6, 0.1], [0.0, -0.6, 0.1], [-0.6, 0.2, -0.6], [-0.3, 0.0, -0.1], [0.6, 1.0, -0.4], [1.6, -0.4, -0.4], [0.2, 1.8, 0.2], [-0.9, -1.7, 0.0], [0.8, 0.2, 0.8], [-1.0, -0.9, -0.5], [-0.4, -0.4, 0.3], [0.1, 0.1, 0.1], [-0.3, -0.1, -0.3], [-1.1, -0.3, 0.2], [0.8, -0.2, -0.1], [-0.4, 0.3, 0.0], [-0.2, -0.1, 0.2], [-0.3, 0.2, 0.2], [0.1, 0.1, -0.4], [0.0, 0.0, 0.3], [0.1, -0.4, 0.0], [-1.4, -0.3, -1.0], [1.3, -0.1, 1.0], [-0.9, 0.5, -1.4], [1.6, -0.8, -0.1], [-0.7, 1.6, 1.1], [0.7, -0.1, 0.1], [0.2, -0.5, 0.3], [-0.5, 0.1, 0.9], [-0.3, 0.9, -0.1], [-0.2, -0.7, -0.4], [0.0, 0.5, -0.2], [-0.1, -0.5, -0.3], [0.5, -0.3, -0.1], [0.7, -0.5, -0.4], [-0.5, 0.2, 0.2], [0.4, 0.2, 0.1], [-0.8, -0.3, 0.0], [-0.9, 1.3, -1.2], [1.8, 0.1, -1.3], [-2.1, -0.4, -1.1], [2.0, 0.0, -0.1], [-1.6, -0.1, 1.1], [-0.7, -0.4, 1.7], [0.4, -0.2, 1.0], [0.2, -0.8, -0.7], [0.0, 0.2, -0.3], [0.1, 0.2, 0.5], [0.2, 0.1, 1.0], [-0.5, 0.2, -0.4], [0.0, 0.4, -0.3], [0.6, -0.2, -0.4], [0.1, -0.5, -0.1], [0.0, -0.1, 0.9], [0.3, 0.4, -0.2], [-0.9, -0.7, -0.6], [-0.1, 0.3, 0.1], [0.6, 0.5, 0.2], [0.5, 0.0, 0.6], [0.0, -0.2, -0.2], [-0.2, 0.1, -0.2], [0.0, 0.7, 0.0], [-0.1, -0.1, -0.2], [-0.1, -0.2, 0.2], [0.0, 0.4, -0.7], [-0.1, 0.1, 0.1], [0.1, -0.3, 0.4], [0.8, 0.0, -0.1], [-0.4, 0.0, 0.3], [-0.2, 0.1, -0.1]],
  "mulliken_charge": [1.07, 0.11, 0.02, -0.46, -0.59, -1.13, 0.69, 0.16, -0.44, -0.90, -0.77, 0.38, -0.21, 0.51, 0.54, 0.63, -0.77, 0.27, 0.32, 0.37, 0.05, 0.29, -1.17, 0.33, -0.35, -0.20, -0.96, -0.62, 0.40, -0.11, 0.43, 0.39, -0.16, 0.49, 0.33, 0.31, 0.30, 0.35, 0.17, -1.22, 0.91, -1.12, -0.02, -0.94, -0.37, 0.39, 0.09, 0.34, 0.17, 0.38, 0.46, 0.34, 0.14, 0.40, -0.12, 0.00, -1.65, 0.84, 0.31, -0.41, -0.45, -0.40, 0.42, 0.34, 0.41, 0.14, -0.65, 0.43, 0.34, 0.36, -0.08, 0.04, -0.22, -0.43, 0.01, 0.41, -0.49, -0.74, -0.76, 0.54, 0.13, -0.35, 0.45, 0.44, -0.69, 0.28, 0.22, 0.34, 0.33, 0.28, -0.77, 0.29, 0.42, -0.72, 0.44, 0.02, -0.69, 0.35, 0.01, -0.72, 0.32, 0.33, -0.73, 0.34, 0.44]
}